Here is C6H7N in the gas phase from the OMol25 dataset. Energies are from the ωB97M-V functional and the def2-TZVPD basis.

As for the SMILES: C[C@@]12[C@@H]3[C@H]4[C@@H]3N1[C@H]42. For the HOMO energy, the calculation gives -8.51 eV. As for the spin multiplicity: 1. As for the energy above the lowest of the compared OMol25 structures with the same formula, charge and spin: 116.3 kcal/mol.

Positions of all 14 atoms, in Å:
C: -0.9638 -1.3883 -1.1054
C: -0.2975 -0.3845 -0.2006
C: 1.1260 0.2199 -0.2609
C: 0.9727 0.6773 1.2065
C: 0.5100 1.5306 0.0809
N: -0.9004 0.9452 0.1170
C: -0.4375 0.0578 1.2266
H: -0.3969 -2.3218 -1.1641
H: -1.0935 -1.0342 -2.1385
H: -1.9621 -1.6271 -0.7379
H: 1.9585 0.0240 -0.9329
H: 1.6538 0.9724 2.0002
H: 0.9271 2.5065 -0.1573
H: -1.0964 -0.1778 2.0663